(1)
133
Properties=species:S:1:pos:R:3:forces:R:3 method="wB97M-V/def2-TZVPD" homo_lumo_gap_ev=6.15
Cd -0.801 0.127 -0.318 -0.7885 0.2194 0.2547
C -3.068 2.249 -1.931 -0.0489 -0.1119 0.1122
N -1.664 2.290 -1.534 0.1561 0.2148 -0.0795
C -0.801 2.371 -2.718 -0.0394 0.0365 -0.0961
C -1.370 3.393 -0.641 0.0596 -0.0266 0.1182
C -1.476 4.698 -1.102 0.0471 -0.0099 -0.0634
C -1.044 5.776 -0.349 0.0036 0.0355 0.0391
C -0.434 5.517 0.869 -0.0146 0.0643 -0.0550
C -0.370 4.227 1.361 0.0302 -0.1119 -0.0102
C -0.920 3.124 0.673 -0.1174 0.2219 0.0520
N -1.022 1.839 1.174 0.2874 -0.5012 -0.5176
C -1.177 1.552 2.507 0.0121 0.0049 0.1328
C -1.310 2.492 3.558 0.0367 0.0166 -0.0952
C -1.393 2.117 4.886 0.0107 -0.1161 0.0720
C -1.373 0.780 5.255 0.0129 0.0639 0.0381
C -1.395 -0.165 4.242 0.0363 -0.0758 -0.0045
C -1.331 0.194 2.906 -0.0555 0.1429 -0.0429
N -1.630 -0.783 1.882 0.2216 -0.0921 0.2342
C -3.093 -0.891 1.802 -0.0156 -0.0405 -0.1265
C -1.012 -2.093 2.087 -0.1349 0.1317 0.0046
H -3.354 3.119 -2.537 0.0178 0.0270 0.0196
H -3.698 2.224 -1.042 -0.0017 -0.0289 -0.0018
H -3.257 1.351 -2.521 0.0123 -0.0118 0.0119
H -1.033 3.244 -3.344 -0.0606 -0.0427 -0.0293
H -0.912 1.469 -3.317 -0.0046 0.0485 0.0471
H 0.237 2.445 -2.401 -0.0424 0.0028 -0.0148
H -1.902 4.878 -2.082 0.0340 -0.0425 -0.0179
H -1.163 6.788 -0.714 0.0436 -0.0084 -0.0187
H -0.006 6.327 1.447 -0.0172 -0.0135 0.0178
H 0.143 4.057 2.294 -0.0094 0.0073 -0.0006
H -1.382 3.541 3.324 0.0112 -0.0270 0.0372
H -1.486 2.886 5.644 0.0377 0.0189 -0.0179
H -1.385 0.481 6.295 -0.0464 0.0016 -0.0080
H -1.481 -1.214 4.505 -0.0149 -0.0010 -0.0473
H -3.523 -1.121 2.784 0.0284 -0.0129 0.0115
H -3.384 -1.678 1.107 0.0359 0.0524 -0.0116
H -3.503 0.060 1.458 -0.0264 -0.0119 -0.0051
H -1.509 -2.682 2.869 0.0011 -0.0055 0.0360
H 0.033 -1.950 2.359 -0.0716 -0.0155 -0.0306
H -1.052 -2.654 1.150 -0.0889 0.0953 0.0957
C -2.036 -1.316 -1.455 0.4618 0.0784 -0.3682
Si -1.306 -2.620 -2.547 -0.2072 0.0154 0.2908
C -0.076 -3.599 -1.459 0.0203 0.1741 -0.1568
N 0.858 -2.746 -0.720 0.1207 -0.1292 0.0456
C 1.918 -2.208 -1.602 -0.0824 0.1655 0.0379
C 3.295 -2.273 -0.959 -0.3396 -0.1918 -0.0869
C 3.645 -3.726 -0.639 0.0235 0.0670 0.0681
C 2.538 -4.380 0.216 -0.0731 0.0753 -0.1246
C 1.396 -3.394 0.478 0.1686 -0.2395 -0.0886
C -2.653 -3.844 -3.097 0.1580 0.1116 0.0553
C -3.185 -3.806 -4.388 0.0934 -0.0187 0.0308
C -4.242 -4.626 -4.757 -0.0740 -0.0186 -0.0506
C -4.792 -5.509 -3.839 0.0221 0.0409 -0.0078
C -4.281 -5.560 -2.549 -0.0349 -0.0469 0.0785
C -3.228 -4.735 -2.188 0.0859 0.0377 -0.0008
C -0.562 -1.957 -4.155 0.0195 0.0292 0.2260
C 0.385 -2.671 -4.889 0.0303 -0.0259 -0.0066
C 0.937 -2.151 -6.051 0.0181 -0.0634 -0.0219
C 0.541 -0.903 -6.511 -0.1531 -0.0384 0.0071
C -0.426 -0.191 -5.817 0.0058 0.0159 -0.0414
C -0.970 -0.721 -4.655 -0.0546 -0.0576 0.0493
H -2.535 -1.862 -0.649 0.0094 -0.0084 -0.0396
H -2.812 -0.731 -1.957 0.0131 -0.0511 -0.0335
H 0.441 -4.389 -2.034 -0.0032 0.0135 0.0099
H -0.691 -4.125 -0.721 -0.1053 -0.0011 -0.0745
H 1.681 -1.177 -1.879 0.0166 -0.0879 -0.0935
H 1.958 -2.791 -2.530 -0.0280 -0.0587 -0.0681
H 3.304 -1.660 -0.054 -0.1829 -0.0650 -0.2004
H 4.024 -1.842 -1.644 0.0591 0.0905 -0.0650
H 4.611 -3.781 -0.132 0.0014 -0.0143 -0.0039
H 3.752 -4.271 -1.581 0.0435 0.0302 0.0043
H 2.936 -4.720 1.175 -0.0279 -0.0370 0.0056
H 2.138 -5.261 -0.293 0.0295 -0.0238 0.0310
H 1.739 -2.611 1.159 0.0251 -0.0263 0.0373
H 0.578 -3.914 0.979 0.0974 0.0339 -0.0231
H -2.758 -3.125 -5.116 -0.0406 -0.0172 -0.0290
H -4.642 -4.573 -5.762 0.0168 -0.0141 0.0023
H -5.616 -6.150 -4.124 -0.0017 0.0030 -0.0007
H -4.711 -6.239 -1.822 0.0128 -0.0124 -0.0183
H -2.840 -4.782 -1.174 -0.0746 -0.0388 0.0078
H 0.689 -3.659 -4.558 0.0574 0.0321 0.0259
H 1.680 -2.722 -6.596 -0.0182 0.0000 -0.0132
H 0.970 -0.496 -7.419 -0.0449 -0.0255 -0.0285
H -0.753 0.777 -6.177 -0.0175 -0.0076 -0.0098
H -1.744 -0.172 -4.130 0.0474 0.0066 -0.0141
C 5.302 4.594 -3.779 -0.0184 0.0312 0.0364
C 4.589 3.285 -3.817 0.0124 -0.0508 -0.1332
C 4.534 2.464 -4.905 0.0063 -0.0203 -0.0124
C 3.796 1.260 -4.793 0.0321 0.1817 0.0777
N 3.140 0.935 -3.703 -0.0614 -0.3087 -0.1163
C 3.162 1.744 -2.625 -0.0377 0.2386 0.0011
S 2.317 1.463 -1.225 -0.0176 -0.0468 0.4104
N 3.929 2.899 -2.703 -0.0250 -0.1744 -0.1386
C 3.730 0.301 -5.938 0.0502 0.0464 0.0142
H 5.824 4.772 -4.715 0.0078 -0.0152 0.0032
H 6.023 4.624 -2.961 -0.0069 -0.0104 0.0064
H 4.581 5.400 -3.625 0.0272 0.0160 0.0175
H 5.041 2.722 -5.822 0.0176 0.0360 0.0310
H 3.943 3.473 -1.872 -0.0665 0.0121 0.0212
H 4.394 0.601 -6.746 0.0153 -0.0280 -0.0303
H 2.705 0.244 -6.309 0.1261 0.0455 0.0939
H 3.996 -0.696 -5.588 -0.0270 0.0019 -0.0131
C 5.480 -1.077 3.882 -0.0235 -0.0674 -0.0602
C 4.669 -1.323 2.616 -0.2954 0.2381 -0.0786
C 5.545 -1.235 1.369 -0.0309 -0.0077 -0.0622
Sb 2.885 -0.052 2.294 0.2797 0.2448 0.5240
C 2.125 0.099 4.365 0.2416 0.0356 -0.3245
C 2.854 1.000 5.353 -0.0970 -0.0611 0.0065
C 1.939 -1.307 4.930 -0.0530 0.0595 -0.1125
C 3.829 1.927 2.032 -0.0752 -0.3246 0.1050
C 2.691 2.934 2.142 0.0469 -0.0763 -0.0231
C 5.018 2.282 2.917 -0.0668 -0.0242 -0.0983
H 6.298 -1.804 3.944 0.0087 0.0139 0.0211
H 4.873 -1.186 4.779 0.0462 0.0239 0.0437
H 5.925 -0.082 3.889 -0.0233 -0.0416 0.0434
H 4.237 -2.328 2.667 0.0033 -0.0318 -0.0114
H 5.967 -0.232 1.256 0.0369 -0.0025 0.0126
H 4.978 -1.460 0.463 0.3868 0.1050 0.2305
H 6.379 -1.942 1.433 0.0375 0.0175 -0.0041
H 1.136 0.523 4.193 -0.0737 0.0390 -0.0247
H 3.871 0.657 5.556 -0.0075 0.0442 0.0011
H 2.308 1.001 6.304 0.0342 0.0028 0.0199
H 2.896 2.032 5.008 0.0377 -0.0068 0.0326
H 2.891 -1.757 5.213 0.0123 -0.0322 0.0002
H 1.457 -1.974 4.209 -0.0322 -0.0254 0.0533
H 1.310 -1.269 5.825 -0.0044 -0.0378 0.0004
H 4.165 1.900 0.992 -0.0452 -0.0219 -0.0154
H 2.228 2.907 3.132 -0.0337 0.0506 -0.0153
H 1.921 2.719 1.401 -0.0561 0.0692 0.0244
H 3.049 3.955 1.969 -0.0156 0.0108 -0.0084
H 4.779 2.194 3.976 0.0900 0.0133 0.0020
H 5.318 3.320 2.730 0.0054 0.0052 0.0123
H 5.880 1.650 2.700 0.0001 0.0331 0.0523

(2)
64
Properties=species:S:1:pos:R:3:forces:R:3 method="wB97M-V/def2-TZVPD" homo_lumo_gap_ev=5.86 charge=+1
N -5.789 -4.418 2.258 0.8598 -0.1544 -0.3439
C -4.622 -5.334 2.372 0.6806 -0.5018 0.3595
C -3.617 -4.909 3.514 -0.1054 0.2554 -0.9148
C -2.475 -4.034 2.874 0.3434 0.3928 1.0670
C -1.765 -3.089 3.949 0.2624 -0.9059 -0.9452
C -0.808 -2.136 3.148 0.1480 0.6128 0.4574
C -1.081 -0.586 3.095 -0.2550 -0.6940 -0.4886
N 0.212 -0.112 2.483 0.3950 -1.9256 -0.9024
C 1.107 -1.204 2.419 -2.9552 0.7271 3.5013
N 2.114 -1.431 1.591 0.0408 0.6828 -0.3144
N 0.641 -2.124 3.477 2.0555 -0.7333 -1.1945
H -5.578 -3.523 2.699 -0.0508 -0.2329 -0.0783
H -5.884 -4.219 1.261 -0.3700 0.0679 0.3813
H -4.052 -5.332 1.404 -0.3915 -0.2518 0.7708
H -4.954 -6.386 2.570 0.0588 0.9507 -0.2511
H -4.213 -4.335 4.271 0.6371 -0.3721 -0.4849
H -3.170 -5.797 4.032 -0.4268 0.7635 -0.4810
H -2.843 -3.382 2.043 -0.0638 -0.5489 0.5899
H -1.658 -4.679 2.450 -0.8588 0.3954 0.2344
H -1.148 -3.782 4.578 -0.5927 0.9476 -0.1506
H -2.562 -2.571 4.525 0.8589 -0.1269 -0.2001
H -0.800 -2.574 2.107 -0.2586 0.8217 0.6477
H -1.984 -0.486 2.447 0.9724 0.7624 0.4683
H -1.184 0.003 4.035 -0.3013 -1.0007 -0.3462
H 0.568 0.742 2.920 0.3029 0.1658 -1.3549
H 1.927 -1.542 0.594 0.1909 1.0796 0.1817
H 3.074 -1.581 1.897 -0.5568 -0.9373 0.1952
H 0.859 -1.644 4.357 -0.4424 -0.2906 0.0219
C -0.933 2.695 -1.864 0.2161 0.5010 0.2883
C -0.943 1.988 -3.241 0.4915 -0.2594 0.6438
C -2.304 1.681 -3.869 -0.3976 0.0252 -0.7861
F -3.043 0.838 -3.125 0.1177 -0.0578 0.4639
F -2.131 1.076 -5.067 0.3119 0.1422 0.0587
F -0.190 0.863 -3.156 -0.1502 -0.1501 -0.0053
F -0.289 2.816 -4.099 -0.3130 0.1502 -0.0346
O -0.738 1.875 -0.695 -0.7808 -0.9219 -0.2624
C -1.836 1.260 -0.082 0.6539 1.6777 -0.7629
C -1.731 -0.269 -0.113 -0.0392 -0.5993 -0.3845
F -1.676 -0.735 -1.370 0.0789 0.2508 -0.1054
F -2.817 -0.842 0.465 -0.1380 0.2727 0.1994
F -2.978 1.713 -0.606 -0.2622 -0.4395 -0.0167
F -1.828 1.671 1.208 0.0524 -0.3397 0.2837
H -0.053 3.338 -1.873 0.0407 -0.2483 -0.0570
H -1.774 3.379 -1.741 -0.2013 -0.2900 -0.0755
H -2.878 2.596 -4.034 0.1071 0.1033 0.0926
H -0.842 -0.610 0.415 0.0513 0.2334 0.0241
C 3.518 2.136 -3.294 -0.6479 -0.1373 -0.0950
C 4.945 2.187 -3.894 -0.5267 0.8149 -0.1950
C 6.110 1.795 -2.981 0.7271 -0.3969 -0.0963
F 6.236 2.603 -1.915 -0.3964 0.2714 0.1964
F 7.276 1.880 -3.661 -0.2302 -0.0498 -0.2432
F 5.148 3.411 -4.425 0.1567 0.0330 0.2208
F 4.952 1.314 -4.938 0.0616 -0.3245 0.2871
O 2.929 3.367 -2.845 0.9670 0.2511 0.6488
C 3.163 3.829 -1.542 -0.4308 -1.2348 -1.1512
C 3.888 5.179 -1.522 0.2216 0.6836 -0.0998
F 5.085 5.103 -2.126 -0.0166 -0.3449 -0.0981
F 4.107 5.572 -0.248 -0.2444 -0.2407 0.1453
F 3.785 2.887 -0.818 0.3202 0.1404 0.2749
F 1.942 3.982 -0.979 -0.0394 0.3951 0.1753
H 2.871 1.834 -4.120 0.1300 0.1746 -0.0421
H 3.411 1.344 -2.552 0.2641 0.1303 0.1431
H 6.003 0.765 -2.628 -0.1504 -0.0372 -0.0634
H 3.297 5.943 -2.032 -0.1823 -0.1277 0.0028

(3)
63
Properties=species:S:1:pos:R:3:forces:R:3 method="wB97M-V/def2-TZVPD" multiplicity=2 homo_lumo_gap_ev="10.44 / 4.33" charge=+1
O 0.747 1.012 -0.018 0.3031 0.2032 2.1627
H -0.131 1.170 -0.373 -1.6434 -0.3181 -1.1357
H 1.059 0.104 -0.022 -0.1445 -1.4321 -0.5297
H 1.373 1.548 -0.509 1.4437 1.5254 -1.0699
Cl -1.894 1.090 2.843 -1.6018 -2.4467 -1.4015
O -2.953 0.176 2.626 -0.2173 0.7183 0.3494
O -0.704 0.315 3.045 1.5159 -0.0105 0.6081
O -1.688 1.939 1.738 0.4085 0.9889 -1.3859
O -2.035 1.944 3.959 -0.0904 0.7223 1.7870
C 2.832 -1.432 1.106 0.6602 0.6242 0.5255
C 2.742 -1.845 -0.307 1.6313 -2.7956 -0.3270
C 2.772 -3.395 -0.411 -0.5308 0.6942 -0.4566
O 1.586 -1.451 -0.953 -1.6167 1.1536 -0.1876
H 2.011 -1.784 1.730 -0.1048 0.0721 -0.1383
H 2.997 -0.359 1.201 -0.2023 0.1789 0.2570
H 3.747 -1.909 1.456 -0.0169 0.1418 0.3560
H 3.579 -1.508 -0.919 0.4075 0.4280 0.3816
H 3.590 -3.915 0.089 -0.0529 0.2031 -0.0928
H 2.782 -3.585 -1.484 0.3509 -0.5007 -0.1234
H 1.800 -3.758 -0.075 0.0936 -0.1895 0.3649
H 1.477 -2.074 -1.675 -0.4825 0.2187 -0.3082
C -0.284 -3.403 2.219 0.2741 -0.2653 -0.5184
C -1.059 -3.155 0.905 -1.0888 -0.6109 1.2940
C -1.292 -4.324 -0.048 0.7545 -0.1691 -0.2852
O -2.407 -2.784 1.280 0.2087 0.2630 -0.3731
H -0.213 -2.490 2.811 -0.1326 0.2210 -0.0718
H 0.745 -3.722 2.050 0.0512 -0.0865 -0.1669
H -0.742 -4.152 2.866 -0.2430 -0.0750 -0.2739
H -0.610 -2.313 0.378 0.2908 0.0147 -0.2295
H -1.855 -5.166 0.355 -0.2358 0.3987 0.4106
H -0.373 -4.792 -0.402 0.3198 0.2457 0.0016
H -1.807 -3.950 -0.933 -0.1304 -0.0796 0.0827
H -2.351 -2.112 1.963 -0.1196 0.1121 0.1775
C -3.676 0.358 -1.143 -0.1428 0.1073 0.5479
C -2.242 -0.147 -1.167 -1.3658 -0.4632 -0.7301
C -2.158 -1.326 -2.129 -0.2258 -0.4322 0.8142
O -1.389 0.944 -1.519 0.6877 -0.0605 0.3064
H -3.763 1.305 -0.611 0.0911 -0.0204 0.1503
H -4.301 -0.375 -0.633 -0.1184 0.0391 -0.1090
H -4.071 0.526 -2.145 0.0593 -0.1470 -0.1561
H -1.976 -0.532 -0.182 0.2769 0.3745 0.1450
H -1.258 -1.913 -1.946 0.2423 0.1948 -0.5368
H -2.370 -1.105 -3.175 0.4225 0.2678 -0.0157
H -2.967 -1.991 -1.825 -0.0831 -0.1275 0.0193
H -1.701 1.255 -2.371 0.1166 0.2932 -0.1223
C 1.522 2.690 -2.995 -0.6516 -1.8985 -0.2880
O 2.002 2.560 -1.638 -0.0846 1.1962 -0.9203
H 2.249 2.202 -3.645 -0.0142 0.2331 -0.1991
H 0.629 2.065 -3.016 -0.0271 -0.0546 -0.1396
H 1.207 3.644 -3.418 0.4972 0.4764 0.7981
H 2.795 3.101 -1.637 0.2412 -0.0613 0.7685
C -0.774 4.728 -0.621 -1.1026 0.4402 0.0033
O -1.562 5.949 -0.531 0.9258 -1.0689 0.2915
H -0.381 4.595 -1.630 0.4978 0.2141 0.0936
H -0.025 4.718 0.170 0.2242 0.5260 -0.3617
H -1.351 3.825 -0.422 -0.5381 -0.0186 0.0464
H -2.296 5.903 -1.148 -0.0035 -0.1254 -0.0719
C 2.120 2.872 2.331 -1.0350 -0.2594 2.0905
O 2.889 2.427 1.290 0.8944 -0.1018 -2.0879
H 2.793 2.864 3.188 -0.6160 0.3682 0.6330
H 1.607 3.828 2.222 0.3798 0.3683 -0.3090
H 1.313 2.160 2.506 0.1134 -0.2116 0.0857
H 3.690 2.952 1.350 0.2786 -0.1967 -0.4291

(4)
33
Properties=species:S:1:pos:R:3:forces:R:3 method="wB97M-V/def2-TZVPD" multiplicity=2 homo_lumo_gap_ev="11.23 / 4.89" charge=+1
C 1.564 -1.592 1.764 0.8194 -0.7914 -1.7229
N 2.049 -2.105 0.658 0.0300 0.1270 0.7542
O 1.503 -0.353 1.923 -0.1875 0.4630 0.4432
H 1.235 -2.281 2.539 -0.0687 0.1671 0.3426
H 2.056 -3.104 0.520 -0.0832 0.0178 -0.0147
H 2.276 -1.495 -0.119 0.1439 0.0775 -0.2281
H -0.655 2.317 -3.369 0.1983 0.1941 -0.0996
H -1.000 1.131 -2.462 0.0304 0.1183 0.0356
O -0.334 1.859 -2.586 -0.2221 -0.3760 0.1077
H -0.746 1.488 3.281 -0.1530 0.2180 0.2928
H 0.096 0.722 2.259 -0.7895 0.1184 0.2402
O -0.712 1.263 2.349 0.6788 -0.1211 -0.1694
H 1.515 1.491 1.418 0.8218 1.0819 -0.9265
H 1.267 2.627 0.300 -0.3423 -0.3129 0.1655
O 1.960 1.962 0.659 -0.5933 -0.5512 1.0001
H -2.477 -0.606 -2.885 -0.1660 0.0744 0.0112
H -1.269 -0.851 -1.936 -0.5033 -0.0033 -0.0855
O -2.032 -0.223 -2.123 0.2325 0.1532 0.0742
H -1.256 -3.268 1.127 -0.1683 -0.2965 0.0017
H -1.361 -1.716 1.196 -0.0239 -0.4596 -0.1747
O -0.727 -2.480 0.999 -0.2048 0.5449 0.4815
H 1.983 0.824 -0.732 0.0318 -0.3932 -0.5099
H 1.329 0.705 -2.142 0.6754 -0.7284 0.8259
O 1.822 0.168 -1.450 -0.5901 1.1213 -0.3913
H -1.955 0.176 1.745 -0.0223 0.4407 0.0567
H -2.552 -0.234 0.353 -0.0468 -0.1901 0.8369
O -2.447 -0.521 1.291 -0.1188 -0.2160 -1.1861
H -0.265 2.828 -1.114 -0.1998 0.4981 0.7973
H -0.879 2.971 0.347 0.1406 0.1101 -0.2222
O -0.166 3.292 -0.226 0.3346 -0.7349 -0.5892
H 0.605 -1.142 -1.427 -0.2828 -0.2717 -0.4532
H -0.302 -2.057 -0.616 -0.3407 -0.4046 -0.1295
O -0.125 -1.795 -1.541 0.9695 0.3253 0.4354